No. 1
C2H4OS2 | ωB97M-V/def2-TZVPD

Output
SMILES: C=C[S@H](=O)=S
Frontier orbital gap (spin up / spin down): 7.576 / 7.924 eV
Calculated total energy: -950.0105 a.u.
Net charge: 0
Energy above the lowest of the compared OMol25 structures with the same formula, charge and spin: 520.4 kJ/mol
Spin multiplicity: 1

Last column: Löwdin charge in e.
Element x y z (Å)
C -0.94161 0.04829 0.04705  0.11
C 0.53977 0.06062 -0.80634  -0.27
S 1.94505 0.31339 0.20854  0.27
O 2.70426 1.54336 0.15116  -0.44
S 3.00715 -1.29960 -0.15366  0.23
H -1.95176 0.00177 -0.26685  0.02
H -0.60882 0.37265 1.00768  -0.02
H 0.44666 0.41908 -1.79458  0.04
H 1.22610 0.04164 1.43120  0.06

***

No. 2
C18H28N3O4PtS | ωB97M-V/def2-TZVPD

Output
Frontier orbital gap (spin up / spin down): 8.112 / 5.950 eV
Calculated total energy: -1684.8073 a.u.
Net charge: +2
Energy above the lowest of the compared OMol25 structures with the same formula, charge and spin: 0.0 kJ/mol
Spin multiplicity: 2

Last column: Löwdin charge in e.
Element x y z (Å)
Pt 0.55278 1.62881 -0.30347  1.45
C 3.35272 1.77926 -1.28331  -0.03
N 2.52594 2.24471 -0.13298  -0.38
C 3.19945 1.83003 1.13463  -0.03
C 2.41675 3.73599 -0.17769  -0.16
C 1.35668 4.17940 0.80062  -0.14
N 0.07510 3.46483 0.48314  -0.39
C -0.69558 4.23729 -0.53561  -0.04
C -0.75207 3.32535 1.71146  -0.03
H 4.33356 2.25405 -1.22912  0.12
H 2.86771 2.05431 -2.21818  0.10
H 3.46547 0.70098 -1.22903  0.09
H 4.13423 2.38554 1.22223  0.12
H 3.40845 0.76790 1.09778  0.08
H 2.56464 2.03317 1.99247  0.09
H 2.15928 4.02028 -1.19951  0.13
H 3.38520 4.18145 0.05789  0.15
H 1.19265 5.25624 0.75250  0.15
H 1.63719 3.93232 1.82254  0.13
H -0.96150 5.20875 -0.11770  0.12
H -1.59729 3.68809 -0.79223  0.09
H -0.08815 4.38561 -1.42716  0.10
H -0.93183 4.31359 2.13713  0.12
H -0.22295 2.70540 2.43319  0.10
H -1.69933 2.86470 1.44535  0.09
O -1.44019 1.36865 -0.57684  -0.28
N -2.02510 0.14816 -0.63798  -0.15
C -2.42943 -0.28687 -1.84186  0.02
C -3.18571 -1.43257 -1.93241  0.00
C -3.51473 -2.12376 -0.77399  0.00
C -3.06927 -1.65208 0.45273  0.01
C -2.32324 -0.49699 0.50139  0.01
H -2.14223 0.33143 -2.67887  0.16
H -3.51917 -1.76475 -2.90488  0.13
H -4.11826 -3.01954 -0.82666  0.13
H -3.30606 -2.16132 1.37560  0.14
H -1.94956 -0.04592 1.40709  0.14
C -1.46182 -6.32386 0.02640  -0.02
C -0.82595 -4.96599 0.06311  -0.24
C -0.73361 -4.18035 -1.08244  -0.02
C -0.12847 -2.93274 -1.05275  -0.06
C 0.39700 -2.48011 0.14686  -0.31
C 0.34377 -3.25091 1.30866  -0.03
C -0.28315 -4.47805 1.25807  0.00
S 1.27747 -0.98478 0.22051  0.58
O 2.65812 -1.24661 0.45383  -0.22
O 0.66397 -0.04281 1.23641  -0.37
O 0.99409 -0.23084 -1.07757  -0.44
H -1.88460 -6.54411 -0.95149  0.08
H -2.25134 -6.40433 0.77444  0.09
H -0.72269 -7.09248 0.25678  0.10
H -1.12209 -4.55921 -2.01974  0.13
H -0.03481 -2.33994 -1.95173  0.12
H 0.79200 -2.89964 2.22964  0.13
H -0.33400 -5.08573 2.15277  0.13

***

No. 3
C9H32NO15S | ωB97M-V/def2-TZVPD

Output
Frontier orbital gap: 3.486 eV
Calculated total energy: -1943.6169 a.u.
Net charge: -3
Energy above the lowest of the compared OMol25 structures with the same formula, charge and spin: 0.0 kJ/mol
Spin multiplicity: 1

Last column: Löwdin charge in e.
Element x y z (Å)
S -3.60041 0.81222 -5.06881  0.24
O -4.54613 1.84657 -4.65314  -0.42
O -2.63584 0.45190 -3.95702  -0.45
O -4.34188 -0.43430 -5.43997  -0.46
O -2.78998 1.24299 -6.23684  -0.47
O -2.95993 1.64931 -1.31812  0.00
C -1.71155 2.00071 -0.84935  -0.77
O -0.70617 1.64219 -1.49474  -0.03
O -1.68916 2.58005 0.27512  -0.08
H -2.85195 1.17254 -2.19860  0.09
C 8.03302 -1.41101 0.69243  -0.14
O 7.00071 -0.81489 1.41361  -0.17
C 6.83500 -1.38929 2.69294  -0.24
C 5.66376 -0.72758 3.36951  -0.25
N 4.40856 -1.14270 2.78053  -0.06
C 3.25931 -0.46598 3.34505  -0.22
C 1.99892 -0.64115 2.50016  -0.25
O 2.28332 -0.43839 1.15788  -0.18
C 1.09775 -0.32939 0.38329  -0.09
H 7.81825 -2.45748 0.42935  0.09
H 8.99771 -1.42074 1.22111  0.08
H 8.15726 -0.87624 -0.24870  0.09
H 7.76462 -1.23525 3.26170  0.12
H 6.64131 -2.46867 2.66330  0.12
H 5.78691 0.36522 3.48568  0.12
H 5.59806 -1.02236 4.43060  0.12
H 4.42800 -1.04246 1.77174  0.11
H 3.44340 0.60732 3.51916  0.11
H 3.04261 -0.87260 4.34241  0.11
H 1.33512 0.13769 2.90090  0.13
H 1.53246 -1.60784 2.72535  0.12
H 0.70539 -1.31562 0.10656  0.09
H 1.24059 0.22526 -0.54206  0.08
H 0.28174 0.19124 0.89405  0.09
C -5.85517 -0.49889 -2.37452  -0.19
O -6.40481 -1.06528 -3.55151  -0.17
H -5.31388 0.40628 -2.65185  0.06
H -6.67624 -0.17530 -1.71439  0.06
H -5.26483 -1.21105 -1.79309  0.05
H -5.78824 -0.82740 -4.28079  0.02
C -2.78130 -1.27011 0.40164  -0.14
O -3.00650 -1.37563 1.82061  -0.18
H -3.42083 -0.49222 -0.01623  0.07
H -1.73705 -1.07168 0.16104  0.06
H -3.05486 -2.22484 -0.04575  0.07
H -2.65545 -0.55958 2.21932  0.01
O -2.76362 -2.01867 -2.90448  -0.13
H -2.71733 -1.03481 -3.07736  0.00
H -2.97049 -2.35578 -3.78018  0.01
O -5.16255 3.27943 -1.30024  -0.10
H -5.54708 3.14784 -0.42936  0.00
H -4.28582 2.81466 -1.24391  0.01
O 1.31633 3.48570 -0.12117  -0.10
H 2.18196 3.09333 -0.26585  0.00
H 0.69270 2.82537 -0.50085  0.00
O -2.47129 1.33909 2.61118  -0.10
H -2.42018 1.72820 1.69814  0.02
H -3.41425 1.25010 2.78452  0.03

***

No. 4
C3H4N4O2 | ωB97M-V/def2-TZVPD

Output
SMILES: [H]/N=C/Nn1ocnc1=O
Frontier orbital gap: 10.741 eV
Calculated total energy: -486.0943 a.u.
Net charge: 0
Energy above the lowest of the compared OMol25 structures with the same formula, charge and spin: 349.0 kJ/mol
Spin multiplicity: 1

Last column: Löwdin charge in e.
Element x y z (Å)
H -3.02548 1.21064 0.61664  0.10
N -2.07835 1.32921 1.15576  0.07
C -1.18610 0.48853 0.86142  -0.35
N 0.10016 0.47461 1.28250  0.05
N 1.01210 0.09345 0.29321  -0.03
O 1.14315 0.77094 -0.94464  0.07
C 1.24407 -0.18860 -1.83188  -0.15
N 1.01727 -1.43908 -1.42800  0.17
C 0.93801 -1.30798 -0.00051  -0.55
O 0.50546 -2.11263 0.69390  0.15
H -1.48046 -0.41252 0.23654  0.15
H 0.41375 1.27683 1.93358  0.20
H 1.39642 -0.18340 -2.86853  0.12